C3H2NOS | wB97M-V/def2-TZVPD

Last column: Löwdin charge in e.
Atoms and positions in Å:
C -0.22728 1.09881 -0.00128  -0.375
C 0.71490 -1.41905 -0.00921  -0.027
C -1.26414 0.28645 -0.02587  -0.762
N 1.11939 0.88756 0.01044  -0.109
O 1.53549 -0.41054 0.01721  -0.249
S -2.76493 -0.27254 0.00870  0.437
H -0.44907 2.16537 -0.00186  0.097
H 1.33565 -2.33606 0.00187  -0.013

Its LUMO energy is 3.710 eV. The calculation puts the total energy at -643.52292 Eh. The total charge is -1. The value obtained for the orbital gap is 0.212 Eh. The value obtained for the HOMO energy is -2.0 eV.